1.
{"formula": "C22H36BO44S9", "method": "ωB97M-V/def2-TZVPD", "symbols": ["O", "C", "O", "B", "O", "C", "O", "O", "C", "O", "C", "O", "O", "C", "C", "O", "S", "O", "O", "O", "H", "H", "H", "H", "C", "C", "O", "S", "O", "O", "O", "H", "H", "H", "H", "C", "C", "O", "S", "O", "O", "O", "H", "H", "H", "H", "C", "C", "O", "S", "O", "O", "O", "H", "H", "H", "H", "C", "C", "O", "S", "O", "O", "O", "H", "H", "H", "H", "C", "C", "O", "S", "O", "O", "O", "H", "H", "H", "H", "C", "C", "O", "S", "O", "O", "O", "H", "H", "H", "H", "C", "C", "O", "S", "O", "O", "O", "H", "H", "H", "H", "C", "C", "O", "S", "O", "O", "O", "H", "H", "H", "H"], "coordinates": [[2.985, -2.259, -0.837], [1.926, -1.708, -0.624], [1.336, -0.774, -1.362], [-0.014, -0.479, -0.773], [-0.001, -1.124, 0.621], [1.045, -1.840, 0.727], [1.349, -2.436, 1.792], [-1.102, -0.956, -1.622], [-2.074, 0.077, -1.719], [-3.171, -0.060, -2.287], [-1.380, 1.323, -1.084], [-0.144, 1.001, -0.601], [-1.962, 2.355, -0.984], [4.482, -3.458, 3.426], [4.159, -3.295, 4.940], [5.178, -3.782, 5.689], [6.341, -4.507, 4.753], [6.729, -5.890, 5.086], [7.485, -3.565, 4.528], [5.408, -4.501, 3.484], [5.061, -2.581, 3.139], [3.656, -3.562, 2.722], [3.264, -3.840, 5.240], [3.904, -2.261, 5.171], [1.035, 2.059, 3.808], [0.590, 0.610, 3.690], [1.638, -0.037, 4.311], [3.078, 0.787, 4.406], [4.005, 0.583, 3.254], [3.703, 0.690, 5.772], [2.297, 2.239, 4.294], [0.313, 2.540, 4.468], [1.033, 2.509, 2.816], [0.759, 0.302, 2.658], [-0.370, 0.263, 4.071], [6.637, -2.911, -0.955], [6.108, -2.661, -2.419], [7.007, -1.699, -2.917], [8.529, -1.705, -2.304], [9.156, -0.370, -2.267], [9.328, -2.802, -2.845], [7.884, -2.117, -0.876], [6.479, -3.958, -0.697], [5.960, -2.505, -0.203], [5.137, -2.214, -2.635], [6.184, -3.572, -3.013], [4.397, 1.795, -0.135], [4.961, 0.355, -0.309], [5.358, 0.119, -1.617], [4.644, 1.239, -2.704], [3.611, 0.619, -3.478], [5.705, 2.072, -3.291], [3.989, 2.132, -1.422], [5.050, 2.661, -0.027], [3.600, 1.776, 0.608], [4.273, -0.357, 0.146], [5.756, 0.076, 0.382], [-3.291, 5.746, 2.493], [-2.992, 4.326, 1.976], [-2.221, 3.817, 3.115], [-1.240, 4.992, 3.792], [-0.022, 5.279, 2.953], [-1.131, 4.861, 5.241], [-2.422, 6.141, 3.540], [-4.277, 5.867, 2.940], [-3.159, 6.537, 1.755], [-2.349, 4.362, 1.097], [-3.851, 3.676, 1.806], [-3.016, 3.498, -3.902], [-4.283, 3.694, -3.056], [-5.282, 3.945, -3.936], [-5.005, 3.267, -5.353], [-5.593, 4.167, -6.366], [-5.384, 1.853, -5.264], [-3.366, 3.506, -5.249], [-2.594, 2.508, -3.730], [-2.350, 4.354, -3.799], [-4.104, 4.487, -2.330], [-4.503, 2.782, -2.501], [-6.815, -0.564, -2.913], [-6.461, -0.607, -1.391], [-6.767, 0.709, -0.999], [-7.984, 1.417, -1.953], [-7.585, 2.640, -2.531], [-9.180, 1.316, -1.109], [-8.018, 0.161, -2.981], [-6.911, -1.472, -3.507], [-6.096, 0.096, -3.398], [-5.398, -0.536, -1.162], [-7.030, -1.397, -0.899], [0.593, -2.951, -4.062], [-0.667, -3.644, -4.602], [-0.869, -4.786, -3.817], [0.215, -4.829, -2.531], [0.689, -6.200, -2.329], [-0.357, -4.067, -1.396], [1.267, -3.978, -3.364], [0.321, -2.101, -3.437], [1.214, -2.563, -4.869], [-0.703, -3.870, -5.668], [-1.482, -2.921, -4.546], [-5.753, -0.161, 2.145], [-5.287, -0.964, 3.351], [-3.875, -0.807, 3.461], [-3.243, -0.021, 2.179], [-2.724, -1.027, 1.219], [-2.437, 1.079, 2.745], [-4.644, 0.664, 1.713], [-6.492, 0.587, 2.434], [-6.176, -0.664, 1.276], [-5.595, -2.009, 3.396], [-5.608, -0.595, 4.325]], "max_force_ev_per_a": 6.6, "homo_lumo_gap_ev": [2.6, 6.6], "multiplicity": 2, "lumo_ev": [3.1, 3.1], "homo_energy_ev": [0.46, -3.52], "charge": -2}

=====

2.
{"formula": "C22H36BeBrClFLi2N4O6", "method": "ωB97M-V/def2-TZVPD", "symbols": ["N", "C", "C", "O", "C", "C", "C", "C", "C", "C", "H", "H", "H", "H", "H", "H", "H", "H", "H", "H", "C", "C", "C", "O", "H", "H", "H", "H", "H", "H", "H", "C", "C", "C", "O", "C", "N", "H", "H", "H", "H", "H", "H", "H", "H", "H", "H", "H", "C", "O", "N", "N", "H", "H", "H", "H", "C", "C", "C", "O", "C", "C", "C", "O", "H", "H", "H", "H", "Cl", "Be", "F", "Li", "Br", "Li"], "coordinates": [[6.432, -4.224, -0.370], [5.096, -4.346, -1.069], [4.114, -3.457, -0.315], [4.553, -2.637, 0.448], [2.633, -3.596, -0.468], [1.922, -4.505, 0.232], [0.530, -4.581, 0.090], [-0.222, -3.749, -0.734], [0.584, -2.741, -1.537], [1.944, -2.729, -1.352], [7.150, -4.738, -0.884], [6.309, -4.592, 0.587], [6.750, -3.250, -0.328], [5.262, -4.028, -2.101], [4.806, -5.397, -1.096], [2.438, -5.183, 0.911], [0.002, -5.339, 0.657], [-1.355, -3.861, -0.762], [0.126, -2.065, -2.227], [2.499, -1.994, -1.928], [6.005, -2.841, 5.719], [6.594, -2.875, 4.307], [5.592, -2.260, 3.336], [6.800, -4.225, 3.972], [5.069, -3.403, 5.787], [6.703, -3.255, 6.446], [5.796, -1.810, 6.011], [7.456, -2.209, 4.309], [4.640, -2.800, 3.334], [5.991, -2.261, 2.320], [5.382, -1.222, 3.604], [-0.407, 3.432, -2.090], [-0.501, 1.946, -1.828], [-1.819, 1.481, -1.206], [-1.961, 1.787, 0.166], [-2.352, 3.128, 0.421], [0.663, 1.578, -1.004], [-0.203, 3.996, -1.167], [0.419, 3.621, -2.794], [-1.310, 3.839, -2.538], [-0.415, 1.445, -2.795], [-1.846, 0.388, -1.274], [-2.685, 1.850, -1.769], [-3.028, 3.512, -0.346], [-1.470, 3.775, 0.512], [-2.872, 3.155, 1.372], [0.701, 0.566, -0.910], [0.467, 1.899, -0.056], [-5.570, 3.569, 2.828], [-5.151, 4.153, 1.841], [-6.840, 3.745, 3.290], [-4.808, 2.690, 3.553], [-7.209, 3.278, 4.096], [-7.428, 4.380, 2.783], [-3.869, 2.532, 3.246], [-5.141, 2.206, 4.364], [-5.598, 3.803, -2.469], [-4.479, 3.941, -3.173], [-4.486, 3.921, -4.650], [-3.449, 4.047, -5.277], [-5.789, 3.743, -5.321], [-6.920, 3.603, -4.628], [-6.918, 3.622, -3.140], [-7.914, 3.501, -2.463], [-5.608, 3.814, -1.385], [-3.513, 4.074, -2.701], [-5.773, 3.732, -6.403], [-7.883, 3.471, -5.104], [-9.956, 3.184, -3.962], [7.783, -4.682, 2.708], [8.946, -2.359, 3.004], [-1.117, -5.249, 2.147], [-1.892, -2.110, -1.138], [1.606, 4.162, -1.638]], "max_force_ev_per_a": 6.6, "homo_lumo_gap_ev": 0.7, "multiplicity": 1, "lumo_ev": -6.3, "homo_energy_ev": -6.99, "charge": 1}

=====

3.
{"formula": "C22H36BrN2O13PS", "method": "ωB97M-V/def2-TZVPD", "symbols": ["O", "P", "Br", "C", "C", "C", "C", "N", "S", "N", "C", "C", "H", "H", "H", "H", "C", "C", "O", "C", "O", "O", "C", "H", "H", "H", "H", "H", "H", "H", "H", "C", "C", "O", "C", "O", "O", "C", "H", "H", "H", "H", "H", "H", "H", "H", "C", "C", "O", "C", "O", "O", "C", "H", "H", "H", "H", "H", "H", "H", "H", "C", "C", "O", "C", "O", "O", "C", "H", "H", "H", "H", "H", "H", "H", "H"], "coordinates": [[-1.763, -0.628, 1.055], [-2.588, 0.644, 0.191], [-1.624, 1.020, -1.823], [-4.358, -0.071, -0.014], [-4.605, -1.620, -0.113], [-6.062, -2.154, -0.232], [-7.286, -1.166, -0.235], [-8.721, -1.459, -0.298], [-9.432, 0.114, -0.303], [-8.167, 1.276, -0.206], [-7.009, 0.390, -0.162], [-5.542, 0.926, -0.045], [-1.439, -1.267, 0.372], [-3.757, -2.397, -0.091], [-6.306, -3.278, -0.286], [-5.294, 2.039, 0.024], [2.069, 0.642, -1.258], [2.031, 1.959, -2.011], [3.304, 2.243, -2.605], [3.573, 1.579, -3.742], [2.844, 0.791, -4.295], [4.808, 1.926, -4.145], [5.258, 1.221, -5.301], [2.892, 0.634, -0.538], [1.131, 0.473, -0.726], [2.235, -0.197, -1.937], [1.822, 2.771, -1.311], [1.239, 1.971, -2.764], [4.536, 1.293, -6.117], [5.448, 0.176, -5.046], [6.195, 1.674, -5.629], [2.093, -4.890, 4.725], [0.930, -5.831, 4.477], [-0.319, -5.132, 4.549], [-0.645, -4.416, 3.460], [0.009, -4.323, 2.447], [-1.813, -3.797, 3.701], [-2.231, -2.925, 2.652], [1.957, -4.349, 5.665], [3.035, -5.441, 4.765], [2.169, -4.139, 3.935], [0.907, -6.594, 5.260], [1.029, -6.353, 3.521], [-2.242, -3.440, 1.688], [-1.579, -2.053, 2.614], [-3.245, -2.592, 2.875], [11.289, -2.303, -5.110], [11.211, -2.557, -3.616], [10.818, -1.371, -2.915], [9.505, -1.085, -2.951], [8.651, -1.735, -3.506], [9.310, 0.066, -2.286], [7.963, 0.535, -2.326], [11.933, -1.445, -5.321], [11.681, -3.179, -5.631], [10.304, -2.070, -5.522], [12.202, -2.828, -3.242], [10.540, -3.387, -3.382], [7.264, -0.238, -2.000], [7.719, 0.876, -3.334], [7.881, 1.382, -1.643], [-7.745, 4.249, 0.828], [-7.813, 3.403, 2.086], [-7.020, 3.980, 3.132], [-7.579, 5.017, 3.778], [-8.672, 5.485, 3.561], [-6.700, 5.462, 4.692], [-7.135, 6.627, 5.392], [-6.705, 4.422, 0.536], [-8.269, 3.762, 0.005], [-8.197, 5.232, 0.988], [-7.393, 2.416, 1.882], [-8.844, 3.252, 2.417], [-8.126, 6.482, 5.828], [-7.133, 7.487, 4.719], [-6.428, 6.816, 6.200]], "max_force_ev_per_a": 6.4, "homo_lumo_gap_ev": 7.3, "multiplicity": 1, "lumo_ev": -1.9, "homo_energy_ev": -9.15}

=====

Please write out number 2 again, unchanged.
{"formula": "C22H36BeBrClFLi2N4O6", "method": "ωB97M-V/def2-TZVPD", "symbols": ["N", "C", "C", "O", "C", "C", "C", "C", "C", "C", "H", "H", "H", "H", "H", "H", "H", "H", "H", "H", "C", "C", "C", "O", "H", "H", "H", "H", "H", "H", "H", "C", "C", "C", "O", "C", "N", "H", "H", "H", "H", "H", "H", "H", "H", "H", "H", "H", "C", "O", "N", "N", "H", "H", "H", "H", "C", "C", "C", "O", "C", "C", "C", "O", "H", "H", "H", "H", "Cl", "Be", "F", "Li", "Br", "Li"], "coordinates": [[6.432, -4.224, -0.370], [5.096, -4.346, -1.069], [4.114, -3.457, -0.315], [4.553, -2.637, 0.448], [2.633, -3.596, -0.468], [1.922, -4.505, 0.232], [0.530, -4.581, 0.090], [-0.222, -3.749, -0.734], [0.584, -2.741, -1.537], [1.944, -2.729, -1.352], [7.150, -4.738, -0.884], [6.309, -4.592, 0.587], [6.750, -3.250, -0.328], [5.262, -4.028, -2.101], [4.806, -5.397, -1.096], [2.438, -5.183, 0.911], [0.002, -5.339, 0.657], [-1.355, -3.861, -0.762], [0.126, -2.065, -2.227], [2.499, -1.994, -1.928], [6.005, -2.841, 5.719], [6.594, -2.875, 4.307], [5.592, -2.260, 3.336], [6.800, -4.225, 3.972], [5.069, -3.403, 5.787], [6.703, -3.255, 6.446], [5.796, -1.810, 6.011], [7.456, -2.209, 4.309], [4.640, -2.800, 3.334], [5.991, -2.261, 2.320], [5.382, -1.222, 3.604], [-0.407, 3.432, -2.090], [-0.501, 1.946, -1.828], [-1.819, 1.481, -1.206], [-1.961, 1.787, 0.166], [-2.352, 3.128, 0.421], [0.663, 1.578, -1.004], [-0.203, 3.996, -1.167], [0.419, 3.621, -2.794], [-1.310, 3.839, -2.538], [-0.415, 1.445, -2.795], [-1.846, 0.388, -1.274], [-2.685, 1.850, -1.769], [-3.028, 3.512, -0.346], [-1.470, 3.775, 0.512], [-2.872, 3.155, 1.372], [0.701, 0.566, -0.910], [0.467, 1.899, -0.056], [-5.570, 3.569, 2.828], [-5.151, 4.153, 1.841], [-6.840, 3.745, 3.290], [-4.808, 2.690, 3.553], [-7.209, 3.278, 4.096], [-7.428, 4.380, 2.783], [-3.869, 2.532, 3.246], [-5.141, 2.206, 4.364], [-5.598, 3.803, -2.469], [-4.479, 3.941, -3.173], [-4.486, 3.921, -4.650], [-3.449, 4.047, -5.277], [-5.789, 3.743, -5.321], [-6.920, 3.603, -4.628], [-6.918, 3.622, -3.140], [-7.914, 3.501, -2.463], [-5.608, 3.814, -1.385], [-3.513, 4.074, -2.701], [-5.773, 3.732, -6.403], [-7.883, 3.471, -5.104], [-9.956, 3.184, -3.962], [7.783, -4.682, 2.708], [8.946, -2.359, 3.004], [-1.117, -5.249, 2.147], [-1.892, -2.110, -1.138], [1.606, 4.162, -1.638]], "max_force_ev_per_a": 6.6, "homo_lumo_gap_ev": 0.7, "multiplicity": 1, "lumo_ev": -6.3, "homo_energy_ev": -6.99, "charge": 1}